1.
The following is a DFT calculation (ωB97M-V/def2-TZVPD) of a 6-piece molecular cluster, C34H64BrFO11S overall in a non-equilibrium geometry.

Summary:
strongest force on any atom = 5.213 eV Å⁻¹
SMILES = CCC(=O)OCCCO[C@@H](CC(=O)Br)[C@H](C)O[C@](O)(S)[C@@H](C)F.C1CCOC1.C1CCOC1.C1CCOC1.C1CCOC1.C1CCOC1
orbital gap = 9.63 eV

Each line ends with the Mulliken charge.
Cartesian coordinates (Å):
C1 2.378 -3.951 2.177  -0.80
C2 2.406 -3.605 0.589  -0.01
C3 3.897 -3.352 0.047  0.48
O1 4.767 -4.236 0.256  -0.57
O2 4.148 -2.141 -0.652  -0.36
C4 5.166 -1.329 0.001  -0.30
C5 4.593 0.092 0.527  -0.44
C6 3.669 -0.249 1.825  0.12
O3 2.970 0.964 2.186  -0.54
C7 1.582 0.727 2.492  1.33
C8 1.260 1.434 3.888  -0.48
C9 1.920 0.652 5.147  0.28
O4 2.769 1.177 5.885  -0.55
Br1 1.211 -1.212 5.432  -0.21
C10 0.613 1.229 1.269  -0.33
C11 -0.249 2.532 1.636  -1.30
O5 -0.073 0.165 0.596  -0.36
C12 -1.371 -0.168 1.053  0.55
O6 -2.452 0.639 0.490  -0.55
S1 -1.625 -0.360 2.877  -0.20
C13 -1.654 -1.670 0.439  0.53
C14 -3.140 -2.180 0.736  -0.92
F1 -1.487 -1.696 -1.023  -0.36
H1 2.948 -4.931 2.388  0.35
H2 1.277 -4.030 2.514  0.26
H3 2.818 -3.078 2.784  0.14
H4 1.861 -4.436 0.032  0.42
H5 1.811 -2.626 0.433  -0.06
H6 5.583 -1.923 0.890  0.31
H7 6.021 -1.074 -0.747  0.22
H8 5.418 0.812 0.849  0.25
H9 3.886 0.567 -0.252  0.22
H10 2.994 -1.111 1.502  -0.43
H11 4.370 -0.646 2.646  0.29
H12 1.323 -0.394 2.616  -0.04
H13 1.694 2.495 3.948  0.36
H14 0.138 1.495 4.138  0.22
H15 1.387 1.620 0.498  0.30
H16 -0.719 2.930 0.658  0.26
H17 0.503 3.348 1.957  0.44
H18 -1.044 2.380 2.433  0.27
H19 -2.443 0.568 -0.489  0.33
H20 -1.138 -1.626 3.160  0.14
H21 -0.847 -2.400 0.829  -0.03
H22 -3.695 -2.406 -0.244  0.04
H23 -3.780 -1.418 1.295  0.34
H24 -3.065 -3.186 1.285  0.29
C15 10.234 -0.020 -0.866  -0.54
C16 9.648 1.362 -0.679  -0.54
C17 8.471 1.337 -1.634  -0.36
O7 8.014 -0.022 -1.695  -0.39
C18 8.992 -0.864 -1.067  -0.39
H25 10.845 -0.355 -0.026  0.33
H26 10.852 -0.042 -1.770  0.25
H27 9.292 1.478 0.350  0.25
H28 10.351 2.170 -0.890  0.34
H29 8.772 1.635 -2.644  0.26
H30 7.653 1.984 -1.308  0.25
H31 8.580 -1.199 -0.109  0.25
H32 9.177 -1.741 -1.692  0.31
C19 -2.380 0.913 -3.958  0.01
C20 -3.755 1.034 -4.574  -0.38
C21 -4.350 2.189 -3.792  -0.38
O8 -3.260 3.046 -3.424  -0.42
C22 -2.027 2.361 -3.685  -0.39
H33 -1.654 0.412 -4.600  0.40
H34 -2.442 0.359 -3.014  -0.26
H35 -3.665 1.306 -5.631  0.08
H36 -4.350 0.122 -4.506  0.38
H37 -4.828 1.840 -2.870  0.29
H38 -5.083 2.755 -4.372  0.18
H39 -1.564 2.829 -4.561  0.31
H40 -1.354 2.476 -2.832  0.20
C23 1.329 1.741 9.148  -0.19
C24 0.727 3.115 9.346  -0.57
C25 -0.453 3.081 8.395  -0.36
O9 -0.893 1.718 8.328  -0.40
C26 0.096 0.883 8.946  -0.34
H41 1.947 1.407 9.983  0.36
H42 1.943 1.732 8.242  -0.04
H43 0.374 3.220 10.377  0.28
H44 1.419 3.932 9.137  0.34
H45 -0.160 3.390 7.386  0.19
H46 -1.278 3.717 8.727  0.28
H47 -0.309 0.538 9.904  0.31
H48 0.288 0.012 8.315  0.14
C27 -5.555 4.883 -8.431  -0.52
C28 -6.813 4.440 -7.717  -0.53
C29 -6.665 2.932 -7.724  -0.41
O10 -5.259 2.652 -7.690  -0.39
C30 -4.541 3.868 -7.940  -0.40
H49 -5.266 5.913 -8.215  0.33
H50 -5.689 4.784 -9.513  0.26
H51 -6.804 4.812 -6.687  0.26
H52 -7.733 4.781 -8.195  0.33
H53 -7.072 2.496 -8.643  0.29
H54 -7.154 2.459 -6.868  0.26
H55 -4.085 4.188 -6.997  0.22
H56 -3.746 3.684 -8.666  0.30
C31 -6.198 -5.843 -1.401  -0.54
C32 -5.303 -5.629 -2.601  -0.54
C33 -4.184 -4.792 -2.013  -0.33
O11 -4.058 -5.174 -0.636  -0.36
C34 -5.191 -5.976 -0.276  -0.41
H57 -6.854 -6.711 -1.491  0.34
H58 -6.823 -4.957 -1.241  0.26
H59 -4.909 -6.590 -2.946  0.26
H60 -5.802 -5.143 -3.441  0.33
H61 -4.428 -3.724 -2.044  0.19
H62 -3.231 -4.946 -2.525  0.29
H63 -4.849 -7.011 -0.170  0.26
H64 -5.588 -5.641 0.685  0.26



2.
The following is a DFT calculation (ωB97M-V/def2-TZVPD) of C34H64F24N8O18S8 as an isolated structure in a non-equilibrium geometry.

Summary:
energy relative to the best compared isomer or geometry (same formula, charge and spin) = 0.0 kcal/mol
strongest force on any atom = 4.780 eV Å⁻¹
orbital gap = 6.85 eV

Each line ends with the Mulliken charge.
Cartesian coordinates (Å):
C1 13.824 2.282 19.280  -0.82
N1 13.828 3.623 18.561  0.46
C2 12.457 4.173 18.655  -1.02
C3 14.788 4.512 19.300  -0.90
C4 14.301 3.417 17.101  -1.36
C5 13.901 4.458 16.105  0.63
O1 14.129 5.772 16.493  -0.31
H1 13.160 1.654 18.686  0.28
H2 13.337 2.353 20.248  0.36
H3 14.819 1.852 19.237  0.38
H4 12.341 5.035 17.992  -0.03
H5 12.324 4.597 19.650  0.59
H6 11.649 3.518 18.338  0.50
H7 15.811 4.184 19.114  0.36
H8 14.645 4.470 20.376  0.39
H9 14.734 5.474 18.790  0.26
H10 13.759 2.507 16.835  0.46
H11 15.351 3.135 17.153  0.43
H12 12.914 4.304 15.663  -0.22
H13 14.639 4.176 15.340  0.55
H14 14.174 6.333 15.666  0.51
C6 8.479 10.940 17.160  -1.07
N2 9.449 12.099 17.033  0.81
C7 10.762 11.629 16.454  -1.16
C8 8.882 13.092 16.060  -1.06
C9 9.674 12.737 18.385  -0.63
C10 10.363 11.916 19.473  -0.53
O2 11.663 11.497 19.043  -0.45
H15 8.571 10.378 16.238  0.38
H16 7.506 11.431 17.240  0.36
H17 8.529 10.383 18.091  0.06
H18 10.715 11.602 15.370  0.44
H19 11.140 10.796 17.039  0.27
H20 11.521 12.380 16.685  0.37
H21 9.647 13.872 15.989  0.49
H22 8.075 13.585 16.598  0.38
H23 8.821 12.669 15.064  0.32
H24 8.681 13.043 18.707  0.44
H25 10.320 13.593 18.189  0.40
H26 9.747 11.055 19.749  0.23
H27 10.513 12.505 20.378  0.56
H28 12.201 11.479 19.839  0.33
C11 9.350 7.236 18.248  -1.06
C12 8.652 6.640 17.009  2.63
C13 9.350 7.109 15.764  -0.16
N3 9.036 6.376 14.489  1.27
C14 9.762 5.053 14.651  -2.11
C15 9.563 6.990 13.219  -0.24
C16 8.735 6.475 12.042  -0.84
C17 7.419 6.017 12.682  -1.16
C18 7.570 6.118 14.216  -0.27
H29 10.291 6.679 18.218  -0.05
H30 8.781 6.996 19.147  0.42
H31 9.574 8.299 18.337  0.05
H32 7.606 6.946 17.021  -0.29
H33 8.799 5.570 17.134  -1.25
H34 10.430 7.027 15.920  -0.28
H35 9.247 8.174 15.539  0.10
H36 10.834 5.220 14.719  0.21
H37 9.585 4.449 13.762  0.87
H38 9.410 4.433 15.472  0.21
H39 10.623 6.798 13.078  0.16
H40 9.343 8.038 13.431  0.63
H41 9.221 5.702 11.455  0.43
H42 8.499 7.342 11.429  0.29
H43 7.322 4.969 12.406  0.22
H44 6.594 6.660 12.393  0.56
H45 7.290 5.187 14.702  0.30
H46 7.055 7.004 14.585  0.23
C19 5.085 6.462 18.982  -1.58
C20 5.101 5.021 19.336  0.82
C21 3.703 4.429 19.374  -0.95
N4 3.750 2.953 19.794  0.35
C22 4.604 2.092 18.912  -1.30
C23 2.369 2.285 19.875  -0.58
C24 2.196 1.469 21.192  -0.68
C25 3.657 1.414 21.720  -0.66
C26 4.187 2.739 21.247  -0.67
H47 6.059 6.861 18.692  0.01
H48 4.677 7.114 19.755  0.57
H49 4.521 6.727 18.080  0.32
H50 5.513 4.962 20.350  0.20
H51 5.842 4.559 18.686  -0.16
H52 3.225 4.331 18.397  0.46
H53 2.972 4.895 20.032  0.41
H54 4.387 2.344 17.872  0.37
H55 4.483 1.028 19.073  0.56
H56 5.626 2.445 19.025  0.40
H57 2.283 1.738 18.939  0.42
H58 1.586 3.044 19.838  0.35
H59 1.785 0.497 20.917  0.32
H60 1.464 1.876 21.884  0.38
H61 4.281 0.607 21.345  0.34
H62 3.511 1.341 22.796  0.38
H63 5.276 2.760 21.238  0.38
H64 3.730 3.602 21.731  0.49
C27 7.881 4.740 5.912  0.71
F1 8.892 5.557 6.068  -0.18
F2 7.187 5.017 4.803  -0.24
F3 8.361 3.503 5.845  -0.23
S1 6.600 4.769 7.321  0.92
O3 5.486 3.950 6.893  -0.61
O4 7.200 4.202 8.505  -0.54
N5 6.262 6.476 7.382  -0.58
S2 7.119 7.167 8.480  1.16
O5 6.593 7.237 9.828  -0.60
O6 8.495 6.690 8.590  -0.63
C28 7.364 8.965 7.910  0.53
F4 7.890 9.587 8.955  -0.22
F5 8.121 8.965 6.841  -0.20
F6 6.221 9.630 7.664  -0.24
C29 8.869 2.577 17.797  0.47
F7 9.785 3.543 17.887  -0.09
F8 8.335 2.232 18.957  -0.26
F9 7.936 3.090 16.985  -0.15
S3 9.520 0.950 16.938  0.93
O7 10.635 0.525 17.734  -0.56
O8 8.400 0.047 16.941  -0.67
N6 9.860 1.365 15.316  -0.39
S4 11.415 1.332 15.233  0.65
O9 12.126 2.385 15.918  -0.18
O10 12.073 0.051 15.315  -0.69
C30 11.683 1.687 13.328  0.54
F10 10.893 2.707 12.981  -0.24
F11 12.953 2.100 13.270  -0.22
F12 11.377 0.700 12.525  -0.22
C31 13.719 5.150 12.273  0.59
F13 12.438 4.998 12.546  -0.05
F14 14.547 4.391 12.983  -0.23
F15 13.978 4.863 11.014  -0.19
S5 14.235 6.989 12.490  0.82
O11 15.659 7.070 12.195  -0.64
O12 13.394 7.760 11.594  -0.54
N7 13.935 7.140 14.179  -0.53
S6 13.542 8.624 14.301  0.75
O13 14.345 9.565 13.563  -0.63
O14 12.111 8.874 14.192  -0.54
C32 13.837 9.014 16.160  0.50
F16 12.875 8.411 16.897  -0.20
F17 14.996 8.538 16.579  -0.21
F18 13.687 10.305 16.348  -0.20
C33 6.031 11.960 20.186  0.62
F19 6.881 12.916 19.801  -0.27
F20 6.612 10.791 19.925  -0.18
F21 5.795 12.057 21.478  -0.23
S7 4.432 12.234 19.160  1.03
O15 3.290 11.687 19.876  -0.59
O16 4.374 13.645 18.871  -0.67
N8 4.896 11.554 17.721  -0.38
S8 4.053 10.264 17.523  1.01
O17 3.930 9.325 18.603  -0.55
O18 2.876 10.551 16.729  -0.73
C34 5.185 9.379 16.240  0.38
F22 5.526 10.168 15.215  -0.27
F23 6.341 9.039 16.856  0.16
F24 4.588 8.305 15.744  -0.21